No. 1
This record from the OMol25 dataset describes a cluster of 7 separate species, C56H62ClFNO7P in total at a distorted geometry. The level of theory is the ωB97M-V functional and the def2-TZVPD basis.

## Properties
Max |F| (eV/A): 1.47
Spin multiplicity: 1
Structure (SMILES): CC(C)[C@@H](C)COc1cc2c(c(CCCCl)c1CC(=O)F)C(=O)N(CP(=O)(O)O)C2=O.c1ccccc1.c1ccccc1.c1ccccc1.c1ccccc1.c1ccccc1.c1ccccc1
E_HOMO (eV): -8.9876
HOMO-LUMO gap (Ha): 0.309

XYZ file:
```
129
Properties=species:S:1:pos:R:3:forces:R:3:lowdin_charge:R:1
C 1.78443 -2.61336 -1.23379 -0.355 -0.152 -0.108 -0.04
C 1.04102 -2.99174 0.05509 -0.034 -0.068 -0.072 -0.37
C 0.54988 -4.43737 -0.04115 -0.124 0.345 -0.460 -0.07
C 1.80657 -2.75060 1.36981 0.015 0.094 -0.208 -0.32
C 3.29679 -3.06440 1.30612 -0.361 -0.366 0.252 -0.04
C 1.55834 -1.40423 2.02394 0.389 -0.289 0.550 -0.13
O 2.09786 -0.27355 1.32496 -0.411 -0.198 -0.280 -0.03
C 1.36072 0.32409 0.35700 0.022 0.536 -0.556 -0.20
C -0.03554 0.32931 0.31294 -0.115 -0.084 0.139 0.08
C -0.65679 0.97554 -0.73541 0.400 0.067 0.295 -0.05
C 0.05225 1.63874 -1.72428 0.314 0.121 0.155 -0.02
C 1.44958 1.71684 -1.68165 -0.178 -0.279 0.390 -0.07
C 2.19281 2.47046 -2.75308 -0.233 0.114 0.268 -0.14
C 1.89153 3.97527 -2.77915 0.457 0.160 -0.203 -0.26
C 2.20086 4.51162 -4.16709 -0.055 -0.620 0.169 -0.61
Cl 2.46694 6.26416 -4.15251 -0.044 0.129 -0.128 0.56
C 2.09392 1.03564 -0.62428 -0.103 0.371 -0.151 -0.06
C 3.60503 1.04981 -0.48722 -0.517 0.049 0.056 -0.01
C 4.27650 0.00199 -1.31161 -0.114 0.354 0.296 -0.48
O 5.10065 -0.74498 -0.94465 0.905 -0.870 0.394 0.18
F 3.87369 -0.03746 -2.58157 -0.405 0.136 -0.735 0.13
C -0.95161 2.14838 -2.71441 0.391 -0.976 0.539 -0.33
O -0.87835 2.98415 -3.56018 0.139 0.332 -0.759 0.15
N -2.12356 1.41292 -2.41829 -0.705 1.081 -0.064 0.01
C -3.37657 1.70781 -3.08648 0.114 -0.961 -0.138 -0.13
P -4.23375 0.16761 -3.52425 -1.446 0.001 -0.240 0.43
O -5.68488 0.35787 -3.62210 0.050 0.366 0.134 -0.27
O -3.84657 -0.96721 -2.46964 0.448 0.054 -0.002 -0.12
O -3.57902 -0.37105 -4.86877 0.607 -0.158 0.450 -0.10
C -2.11192 1.09667 -1.05635 0.939 -0.467 -0.479 -0.37
O -3.07474 0.99038 -0.35889 -0.642 -0.338 0.407 0.14
H 2.86143 -2.72906 -1.17764 0.148 0.095 0.098 0.07
H 1.52532 -1.61327 -1.57151 0.224 0.258 0.074 0.07
H 1.45066 -3.27452 -2.03065 -0.012 -0.068 -0.154 0.08
H 0.13370 -2.38746 0.08975 -0.108 0.119 0.051 0.12
H 1.36860 -5.14114 -0.17612 0.095 -0.152 0.274 0.08
H -0.06164 -4.50615 -0.93921 -0.096 -0.159 -0.104 0.08
H -0.09817 -4.70064 0.79076 0.171 -0.189 0.243 0.08
H 1.38725 -3.45800 2.09008 -0.111 -0.015 0.145 0.12
H 3.86927 -2.33919 0.74015 0.112 0.079 -0.104 0.06
H 3.41564 -4.05978 0.88393 0.244 -0.041 -0.226 0.08
H 3.68143 -3.12777 2.32294 0.176 0.124 0.078 0.08
H 0.51491 -1.28599 2.30295 -0.181 0.249 -0.222 0.12
H 2.11495 -1.42901 2.95859 0.037 0.221 0.158 0.12
H -0.62235 -0.17421 1.06405 -0.089 0.002 0.039 0.12
H 1.96331 2.00896 -3.71300 -0.153 0.013 -0.142 0.14
H 3.26097 2.37229 -2.62469 0.209 -0.196 -0.058 0.10
H 0.87836 4.21838 -2.49502 -0.218 -0.006 0.044 0.10
H 2.57039 4.48079 -2.09512 -0.047 0.002 0.276 0.10
H 3.09695 4.01694 -4.52989 0.283 0.256 -0.112 0.07
H 1.40760 4.25884 -4.86141 -0.215 0.221 -0.075 0.07
H 4.01850 2.02163 -0.73993 0.032 0.133 -0.189 0.14
H 3.89984 0.84176 0.53056 0.012 0.005 0.232 0.12
H -4.08491 2.24708 -2.46589 0.050 0.292 0.101 0.12
H -3.18361 2.21880 -4.02347 0.093 0.344 0.018 0.11
H -4.36812 -0.83612 -1.66550 0.025 -0.124 0.080 0.09
H -3.50604 -1.33421 -4.82205 0.072 0.000 -0.275 0.09
C 5.03623 0.40824 3.58627 -0.030 -0.063 -0.042 -0.09
C 5.20134 1.46980 4.46426 -0.005 0.047 0.013 -0.10
C 6.47729 1.91957 4.77662 -0.025 0.013 -0.020 -0.11
C 7.58711 1.30572 4.21240 0.008 -0.003 0.007 -0.09
C 7.42133 0.23921 3.33888 0.012 0.002 0.007 -0.09
C 6.14574 -0.20984 3.02480 -0.022 -0.027 -0.024 -0.09
H 4.04138 0.05904 3.33719 -0.003 0.012 0.002 0.09
H 4.33566 1.94574 4.90742 -0.013 -0.023 0.013 0.09
H 6.60745 2.74867 5.46145 0.006 0.006 -0.002 0.10
H 8.58154 1.65720 4.45498 0.004 -0.005 0.009 0.10
H 8.28669 -0.24268 2.90277 0.003 0.002 -0.007 0.10
H 6.01549 -1.04057 2.34220 -0.003 0.012 -0.017 0.10
C 2.52958 5.43424 5.47970 -0.012 -0.010 0.009 -0.09
C 1.89574 6.14724 6.48755 -0.006 0.008 -0.001 -0.10
C 2.48247 6.24793 7.74139 0.002 -0.003 0.001 -0.10
C 3.70186 5.63315 7.98896 -0.003 -0.008 0.011 -0.10
C 4.33257 4.91454 6.98308 0.006 -0.020 -0.008 -0.10
C 3.74694 4.81600 5.72851 0.015 -0.005 -0.015 -0.10
H 2.07481 5.36003 4.50026 -0.004 -0.004 -0.003 0.10
H 0.94388 6.62529 6.29576 0.001 0.009 -0.003 0.10
H 1.98913 6.80625 8.52634 -0.002 0.003 0.003 0.10
H 4.16049 5.71395 8.96596 0.000 -0.004 0.005 0.10
H 5.28211 4.43139 7.17769 0.008 0.010 0.004 0.09
H 4.24013 4.25842 4.94249 0.018 0.030 -0.016 0.08
C 2.29569 -6.43018 3.33248 -0.018 0.030 -0.042 -0.10
C 1.69121 -5.66144 4.31791 0.005 0.029 -0.022 -0.11
C 2.34536 -5.43434 5.52090 -0.002 0.023 0.001 -0.09
C 3.60318 -5.97909 5.73927 0.009 -0.005 0.000 -0.09
C 4.20443 -6.75339 4.75653 0.007 0.012 -0.003 -0.09
C 3.55181 -6.97772 3.55214 0.008 0.011 -0.003 -0.09
H 1.78760 -6.60013 2.39117 -0.010 -0.014 0.004 0.10
H 0.70883 -5.23812 4.14780 -0.010 -0.009 0.005 0.10
H 1.87550 -4.83294 6.28842 0.001 0.002 0.005 0.10
H 4.11465 -5.80006 6.67614 -0.001 0.003 0.007 0.10
H 5.18347 -7.18138 4.92881 0.007 0.001 -0.001 0.10
H 4.02241 -7.57827 2.78444 0.001 -0.006 -0.001 0.10
C 6.50143 -2.23949 7.56700 0.000 -0.005 -0.003 -0.09
C 6.28504 -2.48755 8.91579 -0.007 -0.018 -0.011 -0.10
C 5.80622 -1.47818 9.73880 -0.009 0.004 0.012 -0.10
C 5.54725 -0.21988 9.21309 0.003 0.010 0.005 -0.10
C 5.77093 0.03003 7.86617 0.001 -0.030 0.009 -0.09
C 6.24698 -0.98037 7.04107 -0.003 0.021 -0.028 -0.08
H 6.86962 -3.02882 6.92387 0.011 0.000 -0.005 0.10
H 6.48954 -3.46848 9.32566 -0.002 -0.005 0.003 0.10
H 5.63479 -1.67171 10.78993 0.000 -0.001 0.004 0.10
H 5.17131 0.56724 9.85434 0.003 0.004 0.003 0.10
H 5.57373 1.01239 7.45685 -0.012 -0.001 -0.013 0.09
H 6.41926 -0.78553 5.98946 -0.007 0.020 -0.001 0.08
C -8.51439 -2.08937 -7.42920 0.007 -0.010 0.019 -0.10
C -9.26376 -1.25906 -8.25126 -0.019 -0.013 -0.013 -0.11
C -9.17664 0.11872 -8.10880 -0.006 0.055 -0.006 -0.10
C -8.34240 0.66573 -7.14275 -0.019 -0.059 -0.021 -0.09
C -7.59664 -0.16295 -6.31474 0.028 0.068 0.001 -0.09
C -7.68405 -1.54067 -6.46098 -0.014 -0.009 -0.039 -0.09
H -8.57843 -3.16432 -7.54291 -0.009 -0.002 0.003 0.10
H -9.91586 -1.68544 -9.00364 0.007 0.003 -0.013 0.10
H -9.75942 0.76655 -8.75203 0.006 -0.004 -0.014 0.09
H -8.27370 1.74068 -7.03370 -0.002 0.005 0.005 0.10
H -6.95143 0.25853 -5.55534 -0.017 -0.026 0.031 0.07
H -7.10338 -2.18809 -5.81579 -0.003 0.007 0.018 0.10
C -12.71421 0.76043 -9.30886 -0.001 -0.035 0.023 -0.10
C -13.35094 0.23466 -10.42443 0.006 0.002 -0.011 -0.09
C -13.90867 1.08396 -11.36996 0.000 0.001 -0.005 -0.10
C -13.83237 2.45910 -11.19817 -0.006 -0.001 0.001 -0.10
C -13.20153 2.98470 -10.07915 0.007 0.009 -0.003 -0.10
C -12.64150 2.13549 -9.13497 0.011 0.006 0.002 -0.10
H -12.27399 0.09863 -8.57360 -0.009 0.002 0.012 0.09
H -13.41204 -0.83791 -10.55722 0.004 -0.004 -0.002 0.10
H -14.40299 0.67414 -12.24133 -0.001 -0.002 -0.004 0.10
H -14.26526 3.12156 -11.93662 -0.006 0.003 0.000 0.10
H -13.14610 4.05704 -9.94283 0.004 0.004 -0.003 0.10
H -12.14782 2.54453 -8.26251 0.003 -0.003 0.004 0.10
```
Forces are in eV/Å.



No. 2
This record from the OMol25 dataset describes a structure of composition C56H63AsN2O2P2PtS at a distorted geometry. The level of theory is the ωB97M-V functional and the def2-TZVPD basis.

## Properties
Max |F| (eV/A): 1.23
Spin multiplicity: 5
<S²>: 6.0692
E_HOMO (spin up / spin down) (eV): -12.0079 / -12.0579
Total charge: +2
HOMO-LUMO gap (spin up / spin down) (Ha): 0.255 / 0.186

XYZ file:
```
128
Properties=species:S:1:pos:R:3:forces:R:3:lowdin_spin:R:1
Pt -0.03846 -0.61091 0.76760 0.125 0.490 -0.335 1.13
C -0.89679 -2.55363 -2.18889 0.089 -0.062 0.091 0.00
C -1.00640 -3.53076 -1.01910 0.072 0.134 0.135 0.03
C -2.40747 -3.55931 -0.41171 0.095 -0.036 0.049 0.00
P 0.23627 -2.98409 0.24910 0.019 -0.599 -0.135 0.09
C 0.53001 -4.40681 1.44440 -0.105 0.334 0.186 0.01
C -0.14808 -5.71757 1.06684 0.100 0.049 -0.105 0.00
C 0.09972 -3.93368 2.82750 0.128 0.015 -0.145 0.00
C 1.81718 -3.05139 -0.65204 -0.015 0.289 0.033 0.11
C 2.29308 -4.24436 -1.17045 -0.139 0.112 -0.044 0.00
C 3.57959 -4.34578 -1.67399 0.059 0.069 0.007 0.12
C 4.43961 -3.25627 -1.58023 -0.013 -0.011 -0.076 -0.01
C 3.99034 -2.05716 -1.08435 0.075 0.134 0.042 0.10
C 2.63969 -1.89561 -0.68708 0.338 -0.664 -0.203 0.03
N 2.12751 -0.72288 -0.26815 -1.017 -0.138 0.254 0.47
C 2.70641 0.47571 -0.48064 0.694 1.013 -0.102 0.03
C 3.52346 0.77320 -1.59269 0.119 -0.191 0.282 0.10
C 4.21923 1.96172 -1.64256 0.085 -0.043 0.073 0.01
C 4.03691 2.92340 -0.65677 0.006 -0.107 0.085 0.10
C 3.13921 2.69990 0.38136 -0.099 -0.092 0.059 0.00
C 2.47023 1.49124 0.48596 -0.141 -0.347 -0.243 0.09
P 1.39858 0.93915 1.84723 0.493 0.164 0.334 0.14
C 0.84462 2.44099 2.79621 -0.132 -0.263 -0.293 0.03
C -0.04392 1.95443 3.94057 0.129 -0.073 0.004 0.00
C 0.07274 3.40239 1.89852 0.161 -0.115 -0.037 0.00
C 2.65628 0.04462 2.90341 -0.274 0.125 -0.142 0.02
C 1.98688 -0.77600 4.00637 -0.096 0.040 -0.177 0.01
C 3.72386 0.98030 3.45850 -0.019 -0.028 -0.199 0.01
H -1.78242 -2.61344 -2.81843 -0.058 0.016 -0.069 0.00
H -0.79797 -1.52710 -1.82045 -0.070 0.038 -0.200 0.00
H -0.02209 -2.78393 -2.79565 0.041 0.090 -0.071 0.00
H -0.73283 -4.53108 -1.36593 0.032 0.042 0.074 0.00
H -2.62784 -2.62926 0.10470 -0.050 0.123 0.054 0.00
H -3.15187 -3.70486 -1.19257 -0.037 -0.038 -0.083 0.00
H -2.51795 -4.36374 0.31076 -0.033 -0.029 0.031 0.00
H 1.61592 -4.56403 1.44399 -0.171 0.122 -0.089 0.00
H -1.22293 -5.67313 1.21408 -0.111 0.016 -0.005 0.00
H 0.05115 -5.99789 0.03660 -0.047 -0.148 -0.083 0.00
H 0.23348 -6.51553 1.69921 0.058 -0.056 0.099 0.00
H -0.93345 -3.59349 2.80301 0.052 0.013 0.037 0.00
H 0.18792 -4.73856 3.55507 -0.011 -0.094 0.075 0.00
H 0.73162 -3.10816 3.14639 -0.037 0.080 0.125 0.00
H 1.65660 -5.11571 -1.18368 -0.067 -0.112 0.027 0.00
H 3.92572 -5.27526 -2.09395 0.048 -0.148 -0.034 0.01
H 5.46506 -3.34964 -1.89971 0.133 -0.025 0.001 0.00
H 4.68471 -1.23817 -0.96050 -0.018 -0.029 -0.024 0.00
H 3.60545 0.05364 -2.39613 0.044 0.024 -0.010 0.00
H 4.91569 2.13755 -2.44785 -0.048 0.103 -0.175 0.00
H 4.59520 3.84501 -0.69126 0.036 0.130 -0.034 0.00
H 2.99861 3.46662 1.12915 -0.037 0.066 0.074 0.00
H 1.72916 2.94605 3.19734 0.048 -0.156 -0.077 0.00
H -0.77750 1.23903 3.56414 -0.132 -0.051 0.034 0.00
H 0.53921 1.47126 4.71899 -0.037 -0.061 0.119 0.00
H -0.57733 2.79273 4.38268 -0.012 0.099 0.055 0.00
H -0.84297 2.92742 1.55279 -0.074 -0.013 -0.063 0.00
H -0.19764 4.29445 2.46277 -0.012 0.028 0.043 0.00
H 0.65284 3.71266 1.02937 -0.099 0.017 -0.060 0.00
H 3.12442 -0.64034 2.18328 -0.137 0.096 0.043 0.00
H 1.95775 -0.21952 4.93900 -0.044 0.047 0.100 0.00
H 0.96415 -1.02930 3.72212 -0.030 -0.175 0.152 0.00
H 2.54723 -1.69001 4.18395 0.013 -0.118 0.073 0.00
H 3.31389 1.61921 4.23697 -0.011 0.073 0.099 0.00
H 4.53108 0.39554 3.89538 0.050 -0.028 0.072 0.00
H 4.15191 1.60736 2.67856 0.104 0.054 0.006 0.00
S -0.70117 1.24813 -1.10458 0.432 -0.641 0.172 0.57
C -0.95712 2.97301 -1.30701 0.260 0.075 -0.094 0.04
C -1.98413 3.69909 -0.72130 0.065 -0.130 -0.053 0.03
C -2.13451 5.03414 -1.06258 0.010 0.040 -0.064 0.00
C -1.28148 5.63132 -1.97805 0.016 0.063 0.030 0.02
C -0.26409 4.89757 -2.57615 0.023 0.092 -0.217 0.01
C -0.10271 3.56669 -2.24579 -0.044 0.029 0.258 0.03
As 1.04816 2.22274 -3.01729 -0.673 0.356 -0.331 0.27
C -0.12620 1.58668 -4.43709 0.173 -0.102 0.118 0.03
C -0.31202 0.21921 -4.59525 0.271 -0.002 0.202 0.00
C -1.17039 -0.26141 -5.56983 -0.039 -0.042 -0.006 0.00
C -1.84915 0.63140 -6.38537 0.023 -0.087 -0.031 0.00
C -1.66294 1.99670 -6.23119 -0.084 0.068 -0.025 0.00
C -0.80739 2.47762 -5.25533 0.172 0.164 0.082 0.01
C 2.46751 3.14157 -3.99118 -0.076 -0.264 0.194 0.08
C 3.04945 4.32027 -3.54298 -0.266 0.073 0.138 0.02
C 4.14649 4.83812 -4.20987 0.024 0.069 0.056 0.00
C 4.68660 4.16066 -5.29189 0.105 -0.038 0.030 0.02
C 4.12733 2.96608 -5.72054 0.060 -0.023 -0.009 0.00
C 3.02024 2.45512 -5.06732 -0.320 -0.179 0.019 0.02
H -2.65703 3.22674 -0.02063 -0.096 -0.064 0.056 0.00
H -2.93351 5.61049 -0.62221 -0.062 0.060 0.070 0.00
H -1.41210 6.67129 -2.23437 -0.014 0.089 -0.028 0.00
H 0.37416 5.36010 -3.31967 0.012 0.028 0.040 0.00
H 0.23184 -0.46308 -3.94843 -0.092 -0.054 -0.045 0.00
H -1.30964 -1.32761 -5.68987 -0.001 -0.011 -0.030 0.00
H -2.51517 0.26128 -7.15075 -0.056 -0.012 -0.041 0.00
H -2.19036 2.69117 -6.86890 -0.026 0.029 -0.044 0.00
H -0.66481 3.54503 -5.13044 -0.051 -0.007 -0.052 0.00
H 2.64687 4.83522 -2.67748 0.023 0.009 -0.024 0.00
H 4.58909 5.76557 -3.87531 0.022 0.052 0.001 0.00
H 5.56316 4.55459 -5.78175 0.055 0.053 -0.114 0.00
H 4.56074 2.42747 -6.54983 0.012 -0.007 -0.090 0.00
H 2.55919 1.52385 -5.38878 0.139 0.079 -0.089 0.00
C -1.39895 -2.04619 6.43623 0.083 -0.003 0.296 0.00
O -2.06668 -1.42352 5.35385 -0.205 0.185 -0.347 0.00
C -2.75229 -2.21026 4.48423 -0.261 0.007 -0.353 0.00
C -2.68810 -3.59632 4.43075 -0.112 0.143 0.183 0.00
C -3.43128 -4.28931 3.48682 -0.099 0.043 -0.002 0.00
C -4.25499 -3.61593 2.59932 0.044 -0.023 0.039 0.00
C -4.34174 -2.23684 2.65247 0.095 0.168 0.336 0.00
C -3.59196 -1.52572 3.58332 0.226 -1.151 0.067 0.00
N -3.74390 -0.15546 3.80299 0.026 0.767 0.204 0.00
C -4.17365 0.77841 2.97956 0.184 -0.104 0.086 0.00
C -4.17087 0.73613 1.57677 0.387 -0.413 -0.308 0.01
C -5.11526 1.52391 0.87871 -0.117 0.117 -0.250 0.01
C -5.20825 1.50292 -0.48477 -0.183 0.181 0.240 0.00
C -4.32369 0.69522 -1.21650 0.048 -0.135 0.171 0.01
C -3.35358 -0.03255 -0.58583 0.004 -0.198 -0.025 0.02
C -3.19396 -0.03137 0.82890 -0.498 0.497 -0.194 0.02
O -2.23806 -0.63790 1.41219 0.756 -0.191 0.135 0.09
H -2.10941 -2.59451 7.05929 0.082 -0.052 -0.024 0.00
H -0.96753 -1.23009 7.01189 0.028 -0.116 0.023 0.00
H -0.60415 -2.71117 6.08896 -0.043 0.028 0.002 0.00
H -2.06170 -4.14381 5.11658 0.046 -0.007 0.085 0.00
H -3.37466 -5.36780 3.46033 0.005 -0.073 0.009 0.00
H -4.84968 -4.16132 1.88183 -0.040 -0.031 -0.026 0.00
H -5.02935 -1.71254 2.00763 -0.020 0.050 -0.112 0.00
H -3.54489 0.09678 4.76878 -0.259 0.130 -0.143 0.00
H -4.56671 1.67103 3.45547 0.052 0.002 0.124 0.00
H -5.80878 2.10885 1.46089 -0.161 0.167 0.070 0.00
H -5.96542 2.07634 -0.99645 -0.048 0.064 0.014 0.00
H -4.41106 0.64711 -2.29202 0.021 0.008 -0.112 0.00
H -2.67862 -0.64812 -1.16229 -0.048 -0.016 0.021 0.00
```
Forces are in eV/Å.